# 1
A molecular structure, C41H66BO31S7 in a non-equilibrium geometry, computed with ωB97M-V with the def2-TZVPD basis set.

CARTESIAN COORDINATES (ANGSTROEM)
O (-1.010, 3.197, -3.536)
C (-0.620, 2.245, -2.930)
O (-1.171, 1.753, -1.815)
B (-0.337, 0.692, -1.286)
O (0.615, 0.358, -2.356)
C (0.554, 1.311, -3.298)
O (1.261, 1.404, -4.248)
O (-1.030, -0.523, -0.794)
C (-0.675, -0.792, 0.448)
O (-0.981, -1.744, 1.109)
C (0.280, 0.337, 0.921)
O (0.395, 1.194, -0.066)
O (0.800, 0.404, 2.003)
C (1.631, 2.950, 5.356)
C (2.280, 2.591, 4.021)
O (2.053, 3.707, 3.173)
S (1.591, 4.993, 4.026)
O (0.200, 5.132, 3.843)
O (2.465, 6.064, 3.794)
O (1.888, 4.368, 5.442)
H (1.972, 2.390, 6.219)
H (0.546, 2.815, 5.292)
H (1.877, 1.675, 3.590)
H (3.352, 2.426, 4.177)
C (0.725, -4.678, 0.084)
C (-0.744, -4.914, -0.284)
O (-1.112, -6.163, 0.349)
S (0.164, -7.015, 0.759)
O (0.587, -7.805, -0.339)
O (-0.048, -7.636, 2.010)
O (1.093, -5.751, 0.994)
H (0.901, -3.759, 0.640)
H (1.479, -4.708, -0.703)
H (-0.923, -4.945, -1.355)
H (-1.405, -4.194, 0.195)
O (6.121, 2.054, -3.202)
S (4.693, 1.898, -3.219)
O (4.087, 1.097, -4.205)
O (4.262, 1.283, -1.807)
C (4.726, 1.900, -0.609)
C (3.603, 1.929, 0.399)
C (3.932, 3.501, -3.079)
H (5.160, 2.882, -0.811)
H (5.558, 1.316, -0.199)
H (3.193, 0.926, 0.524)
H (2.757, 2.525, 0.043)
H (3.896, 2.355, 1.357)
H (3.680, 3.801, -4.093)
H (4.685, 4.150, -2.640)
H (3.039, 3.434, -2.466)
O (-2.690, 0.599, -5.405)
S (-2.099, -0.673, -5.654)
O (-0.700, -0.865, -5.477)
O (-2.867, -1.750, -4.784)
C (-2.693, -1.558, -3.347)
C (-2.957, -2.882, -2.671)
C (-2.596, -1.263, -7.237)
H (-3.406, -0.804, -3.018)
H (-1.662, -1.264, -3.163)
H (-2.117, -3.558, -2.828)
H (-3.901, -3.325, -2.976)
H (-2.992, -2.694, -1.595)
H (-2.022, -0.746, -7.998)
H (-3.662, -1.068, -7.342)
H (-2.464, -2.342, -7.234)
O (-6.111, -3.471, 1.260)
S (-4.753, -3.860, 1.055)
O (-4.351, -4.517, -0.141)
O (-3.786, -2.604, 1.175)
C (-4.266, -1.417, 1.865)
C (-4.682, -0.381, 0.875)
C (-4.163, -4.797, 2.444)
H (-3.456, -1.108, 2.528)
H (-5.078, -1.686, 2.545)
H (-3.844, 0.067, 0.341)
H (-5.157, 0.450, 1.407)
H (-5.432, -0.752, 0.178)
H (-3.095, -4.838, 2.274)
H (-4.758, -5.704, 2.461)
H (-4.403, -4.186, 3.314)
O (2.699, -2.107, -3.641)
S (3.272, -2.527, -2.428)
O (3.509, -3.925, -2.191)
O (4.613, -1.716, -2.170)
C (5.657, -2.369, -1.448)
C (6.830, -1.409, -1.386)
C (2.347, -1.870, -1.040)
H (5.999, -3.269, -1.960)
H (5.344, -2.629, -0.434)
H (6.562, -0.504, -0.841)
H (7.176, -1.114, -2.375)
H (7.651, -1.872, -0.835)
H (1.290, -2.064, -1.185)
H (2.516, -0.799, -1.171)
H (2.877, -2.220, -0.159)
O (2.131, 4.325, -8.369)
S (1.931, 3.734, -7.080)
O (2.382, 2.442, -6.782)
O (2.625, 4.700, -6.007)
C (2.506, 6.113, -6.239)
C (2.838, 6.830, -4.950)
C (0.250, 3.836, -6.564)
H (1.481, 6.349, -6.542)
H (3.145, 6.424, -7.065)
H (2.644, 7.898, -5.087)
H (3.904, 6.781, -4.722)
H (2.237, 6.464, -4.122)
H (-0.090, 4.870, -6.614)
H (0.223, 3.492, -5.532)
H (-0.363, 3.233, -7.226)
C (-2.066, 0.646, 4.830)
C (-0.832, 0.192, 5.311)
C (-0.705, -0.027, 6.673)
C (-1.756, 0.195, 7.557)
C (-2.964, 0.665, 7.067)
C (-3.096, 0.919, 5.704)
H (-2.131, 0.779, 3.756)
H (-0.008, 0.036, 4.627)
H (0.225, -0.417, 7.076)
H (-1.642, 0.002, 8.616)
H (-3.846, 0.836, 7.672)
H (-3.988, 1.406, 5.324)
C (-1.772, -3.328, 5.320)
C (-1.421, -4.024, 6.468)
C (-0.548, -5.105, 6.403)
C (-0.081, -5.543, 5.167)
C (-0.456, -4.863, 4.020)
C (-1.310, -3.776, 4.082)
H (-2.551, -2.573, 5.345)
H (-1.708, -3.680, 7.457)
H (-0.313, -5.701, 7.276)
H (0.591, -6.391, 5.124)
H (-0.100, -5.118, 3.033)
H (-1.671, -3.264, 3.198)
C (-3.130, 3.678, -0.158)
C (-4.321, 3.356, 0.490)
C (-4.365, 3.207, 1.865)
C (-3.205, 3.244, 2.617)
C (-1.993, 3.468, 1.960)
C (-1.969, 3.723, 0.603)
H (-3.119, 3.871, -1.221)
H (-5.209, 3.330, -0.133)
H (-5.323, 3.151, 2.373)
H (-3.196, 3.171, 3.697)
H (-1.088, 3.544, 2.549)
H (-1.001, 3.864, 0.135)

Calculated values
net charge = -1
orbital gap = 9.4 eV

Atom charges from the Mulliken analysis, given in e for atoms 1 to 2: atom 1 (O): -0.67, atom 2 (C): 0.15

# 2
5 unconnected molecules or ions with the total composition C41H66F13N6O7S5 in a non-equilibrium geometry, computed with ωB97M-V with the def2-TZVPD basis set.

CARTESIAN COORDINATES (ANGSTROEM)
C (-3.193, -3.206, -5.469)
O (-3.167, -2.335, -6.655)
C (-2.955, -0.921, -6.308)
C (-1.946, -0.274, -7.435)
C (-0.784, 0.568, -6.636)
C (0.659, -0.215, -6.608)
C (0.694, -1.584, -5.713)
C (0.132, -1.442, -4.183)
C (1.306, -1.667, -3.013)
S (0.575, -2.012, -1.278)
C (-0.018, -0.193, -1.266)
C (-1.374, -0.018, -0.399)
C (-1.001, -0.493, 1.162)
C (-1.726, 0.491, 2.301)
F (-1.794, -0.319, 3.568)
F (-3.123, 0.710, 1.875)
C (-0.866, 1.834, 2.654)
F (-0.044, 2.186, 1.435)
F (0.113, 1.470, 3.704)
C (-1.810, 3.155, 3.058)
F (-2.458, 3.564, 1.793)
F (-2.778, 2.613, 4.084)
C (-0.906, 4.288, 3.802)
F (0.489, 4.435, 3.240)
F (-0.681, 3.846, 5.231)
S (-1.616, 6.005, 3.894)
F (-3.246, 5.500, 3.841)
F (-1.506, 6.298, 2.211)
F (0.001, 6.641, 4.091)
F (-1.679, 5.884, 5.632)
F (-2.184, 7.620, 4.073)
N (0.798, 0.629, -1.997)
S (0.500, 2.329, -2.248)
C (1.437, 3.477, -1.084)
O (-1.018, 2.739, -2.107)
O (0.877, 2.823, -3.701)
C (1.982, -0.216, -2.521)
C (3.035, 0.456, -3.572)
N (4.104, -0.539, -4.049)
S (2.699, -0.786, -0.841)
C (4.444, -0.166, -0.608)
C (4.456, 0.751, 0.761)
O (3.318, 1.370, 1.185)
O (5.634, 0.923, 1.630)
C (6.429, 1.992, 0.962)
C (8.017, 1.552, 1.172)
C (8.196, 0.026, 0.603)
O (8.486, 1.770, 2.548)
C (8.860, 0.517, 3.222)
O (10.115, 0.003, 3.188)
C (7.694, -0.301, 4.094)
S (8.436, -1.566, 5.281)
H (-2.292, -3.955, -5.554)
H (-4.237, -3.764, -5.461)
H (-3.106, -2.649, -4.443)
H (-3.972, -0.302, -6.337)
H (-2.464, -0.733, -5.263)
H (-1.464, -1.089, -8.155)
H (-2.570, 0.499, -8.092)
H (-1.126, 0.964, -5.567)
H (-0.604, 1.561, -7.277)
H (1.477, 0.579, -6.347)
H (0.870, -0.545, -7.736)
H (1.800, -2.001, -5.683)
H (0.046, -2.387, -6.293)
H (-0.655, -2.324, -4.018)
H (-0.469, -0.449, -4.043)
H (2.086, -2.489, -3.373)
H (-2.163, -0.823, -0.771)
H (-1.808, 1.060, -0.293)
H (0.185, -0.401, 1.260)
H (-1.240, -1.635, 1.344)
H (1.795, 4.420, -1.724)
H (2.409, 3.018, -0.622)
H (0.701, 3.943, -0.267)
H (3.637, 1.307, -2.990)
H (2.554, 0.990, -4.499)
H (3.958, -0.772, -5.070)
H (5.033, -0.038, -3.961)
H (5.113, -1.123, -0.357)
H (4.940, 0.336, -1.539)
H (6.154, 3.007, 1.484)
H (6.186, 2.010, -0.187)
H (8.644, 2.266, 0.465)
H (7.830, 0.044, -0.528)
H (7.545, -0.788, 1.138)
H (9.303, -0.351, 0.595)
H (7.074, 0.468, 4.758)
H (7.003, -0.828, 3.293)
H (8.036, -2.878, 4.872)
C (-1.252, 0.149, 6.537)
C (-1.527, 0.661, 7.947)
C (-0.466, 0.221, 8.958)
C (-0.427, -1.297, 9.033)
N (-0.395, -2.556, 9.096)
H (-1.267, -0.945, 6.494)
H (-2.019, 0.511, 5.845)
H (-0.276, 0.495, 6.177)
H (-2.515, 0.307, 8.267)
H (-1.568, 1.756, 7.926)
H (-0.700, 0.624, 9.949)
H (0.522, 0.592, 8.665)
C (-6.783, 1.437, -1.760)
C (-5.605, 1.187, -0.824)
C (-4.265, 1.610, -1.428)
C (-4.001, 0.819, -2.700)
N (-3.783, 0.164, -3.754)
H (-6.699, 0.853, -2.682)
H (-7.721, 1.147, -1.277)
H (-6.852, 2.498, -2.029)
H (-5.577, 0.121, -0.567)
H (-5.768, 1.738, 0.108)
H (-3.455, 1.423, -0.715)
H (-4.269, 2.680, -1.663)
C (-9.034, -5.955, -4.773)
C (-8.366, -4.969, -3.820)
C (-7.421, -4.000, -4.534)
C (-6.311, -4.779, -5.222)
N (-5.391, -5.425, -5.793)
H (-8.301, -6.600, -5.267)
H (-9.721, -6.608, -4.224)
H (-9.607, -5.429, -5.545)
H (-7.815, -5.531, -3.057)
H (-9.142, -4.395, -3.301)
H (-6.978, -3.307, -3.812)
H (-7.965, -3.412, -5.281)
C (1.878, -2.600, 5.418)
C (2.547, -1.614, 6.371)
C (3.492, -0.645, 5.657)
C (4.601, -1.424, 4.969)
N (5.522, -2.070, 4.398)
H (2.612, -3.245, 4.924)
H (1.191, -3.252, 5.967)
H (1.305, -2.074, 4.646)
H (3.097, -2.176, 7.135)
H (1.771, -1.040, 6.890)
H (3.934, 0.049, 6.379)
H (2.948, -0.057, 4.910)

Calculated values
net charge = +1
orbital gap = 5.0 eV

Atom charges from the Mulliken analysis, given in e for atoms 1 to 2: atom 1 (C): 0.26, atom 2 (O): -0.47

# 3
11 unconnected molecules or ions with the total composition C41H66F15N12O15S5 in a non-equilibrium geometry, computed with ωB97M-V with the def2-TZVPD basis set.

CARTESIAN COORDINATES (ANGSTROEM)
C (-0.032, -6.843, -4.832)
C (-0.947, -5.942, -4.013)
N (-1.312, -6.434, -2.698)
C (-1.712, -7.710, -2.398)
C (-1.906, -7.743, -1.079)
N (-1.603, -6.517, -0.532)
C (-1.194, -5.732, -1.551)
C (-1.832, -6.085, 0.867)
H (0.217, -6.342, -5.767)
H (-0.528, -7.774, -5.111)
H (0.922, -7.038, -4.344)
H (-1.863, -5.722, -4.559)
H (-0.432, -4.999, -3.882)
H (-1.891, -8.442, -3.164)
H (-2.270, -8.460, -0.361)
H (-1.002, -4.668, -1.494)
H (-1.187, -6.631, 1.547)
H (-2.910, -6.182, 0.948)
H (-1.567, -5.032, 0.919)
C (0.385, -2.589, 0.853)
C (-0.511, -1.386, 1.164)
N (0.046, -0.191, 0.533)
C (-0.412, 0.407, -0.635)
C (0.502, 1.363, -0.925)
N (1.517, 1.324, -0.011)
C (1.159, 0.436, 0.910)
C (2.660, 2.226, 0.071)
H (1.337, -2.443, 1.382)
H (0.685, -2.643, -0.194)
H (0.048, -3.516, 1.317)
H (-0.550, -1.226, 2.240)
H (-1.544, -1.475, 0.839)
H (-1.269, 0.011, -1.147)
H (0.671, 2.013, -1.770)
H (1.796, 0.231, 1.761)
H (2.327, 3.253, 0.113)
H (3.269, 2.068, -0.815)
H (3.138, 1.966, 1.014)
C (-2.101, 1.550, -3.965)
C (-2.972, 0.920, -5.085)
N (-4.095, 1.782, -5.382)
C (-4.062, 2.806, -6.271)
C (-5.253, 3.453, -6.155)
N (-5.912, 2.882, -5.121)
C (-5.231, 1.813, -4.661)
C (-7.243, 3.236, -4.669)
H (-1.119, 1.082, -3.890)
H (-2.676, 1.610, -3.048)
H (-1.810, 2.538, -4.344)
H (-3.219, -0.112, -4.836)
H (-2.261, 0.766, -5.898)
H (-3.200, 2.920, -6.903)
H (-5.597, 4.335, -6.665)
H (-5.487, 1.112, -3.887)
H (-7.948, 3.242, -5.503)
H (-7.222, 4.283, -4.366)
H (-7.630, 2.591, -3.890)
C (-1.236, 4.032, -0.142)
C (-1.958, 5.358, 0.125)
N (-1.289, 6.137, 1.158)
C (-0.658, 7.355, 1.031)
C (-0.278, 7.775, 2.277)
N (-0.802, 6.875, 3.137)
C (-1.348, 5.869, 2.478)
C (-0.741, 6.939, 4.600)
H (-1.764, 3.456, -0.896)
H (-0.985, 3.424, 0.723)
H (-0.313, 4.298, -0.676)
H (-2.966, 5.149, 0.492)
H (-2.129, 5.886, -0.809)
H (-0.489, 7.843, 0.087)
H (0.241, 8.678, 2.540)
H (-1.821, 4.994, 2.891)
H (-1.740, 7.008, 5.024)
H (-0.283, 7.884, 4.891)
H (-0.141, 6.141, 5.024)
C (2.454, -3.899, 4.528)
C (1.113, -4.566, 4.273)
N (0.991, -5.856, 4.958)
C (0.838, -5.999, 6.303)
C (0.681, -7.330, 6.507)
N (0.690, -7.973, 5.308)
C (0.958, -7.048, 4.362)
C (0.400, -9.401, 5.160)
H (3.228, -4.569, 4.147)
H (2.688, -3.727, 5.578)
H (2.507, -2.948, 4.003)
H (0.871, -4.693, 3.218)
H (0.249, -3.970, 4.577)
H (0.874, -5.222, 7.045)
H (0.503, -7.879, 7.417)
H (0.995, -7.241, 3.305)
H (1.276, -9.993, 4.899)
H (-0.414, -9.539, 4.458)
H (0.154, -9.746, 6.162)
C (4.528, 3.166, -3.584)
C (5.665, 3.691, -2.716)
N (5.220, 4.166, -1.393)
C (4.049, 4.761, -1.031)
C (4.221, 5.330, 0.192)
N (5.450, 4.839, 0.649)
C (6.007, 4.126, -0.334)
C (6.112, 5.241, 1.853)
H (4.919, 2.857, -4.554)
H (3.734, 3.893, -3.749)
H (4.091, 2.224, -3.245)
H (6.197, 4.508, -3.199)
H (6.377, 2.886, -2.546)
H (3.255, 4.823, -1.754)
H (3.579, 6.007, 0.722)
H (7.017, 3.758, -0.259)
H (6.855, 6.041, 1.807)
H (6.649, 4.408, 2.310)
H (5.368, 5.539, 2.590)
C (1.759, 4.081, 3.309)
F (2.048, 5.316, 3.754)
F (0.550, 3.762, 3.736)
F (1.796, 4.136, 1.966)
S (3.145, 2.870, 3.834)
O (3.089, 2.964, 5.275)
O (2.662, 1.617, 3.262)
O (4.326, 3.488, 3.231)
C (-4.489, -3.367, 4.074)
F (-4.414, -3.183, 5.378)
F (-5.033, -4.560, 3.769)
F (-5.265, -2.452, 3.479)
S (-2.769, -3.249, 3.243)
O (-3.047, -3.330, 1.820)
O (-2.286, -1.938, 3.672)
O (-1.978, -4.379, 3.711)
C (4.333, -1.227, -0.603)
F (4.845, -1.656, -1.762)
F (3.254, -0.484, -0.904)
F (3.981, -2.314, 0.092)
S (5.553, -0.256, 0.410)
O (5.153, -0.509, 1.775)
O (6.794, -0.937, 0.079)
O (5.488, 1.135, -0.023)
C (0.639, -0.857, -4.094)
F (1.473, -1.291, -3.140)
F (0.292, 0.399, -3.801)
F (1.276, -0.832, -5.265)
S (-0.827, -2.057, -4.172)
O (-1.922, -1.207, -4.650)
O (-0.486, -3.066, -5.160)
O (-1.051, -2.526, -2.802)
C (-4.173, 1.890, -0.586)
F (-4.814, 1.446, 0.483)
F (-2.871, 1.840, -0.346)
F (-4.449, 1.124, -1.651)
S (-4.764, 3.646, -0.954)
O (-3.748, 4.208, -1.827)
O (-6.068, 3.382, -1.560)
O (-4.820, 4.265, 0.375)

Calculated values
net charge = +1
orbital gap = 7.7 eV

Atom charges from the Mulliken analysis, given in e for atoms 1 to 2: atom 1 (C): -1.32, atom 2 (C): 0.01

Q: Look up the net charge of the second one.
A: +1

Q: orbital gap of number 1 (C41H66BO31S7)?
A: 9.4 eV

Q: Number 2 is which compound?
A: C41H66F13N6O7S5